The following is a quantum chemistry calculation of a 3-piece molecular cluster, C39H54B2F16N2O10S2 overall at a distorted geometry, from OMol25.

Geometry as ORCA input:
```
! wB97M-V def2-TZVPD RIJCOSX def2/J DEFGRID3
* xyz 0 1
C 3.2953 1.6463 5.9992
C 4.6482 1.9935 5.3864
N 4.5774 2.3175 3.9443
C 3.7895 1.4092 3.1481
C 3.9985 0.0456 3.0173
C 5.1116 -0.6387 3.7829
C 3.1937 -0.7225 2.1853
O 3.4876 -2.0714 2.0791
C 4.3651 -2.3627 0.9750
C 5.7755 -2.7763 1.3934
C 2.1357 -0.1614 1.4749
C 1.9479 1.1979 1.6357
C 2.7384 1.9682 2.4432
O 2.4641 3.3111 2.5570
C 2.9882 4.1079 1.4794
C 4.2710 4.8193 1.9085
S 0.6370 2.0227 0.7593
C -0.5123 0.6683 0.5583
C -1.8462 0.9972 0.4334
C -2.2894 2.4458 0.4438
C -2.8790 2.9278 1.7978
C -4.2536 3.6413 1.6589
C -4.1472 5.1723 1.6963
O -5.3805 5.7819 2.0914
C -2.7681 -0.0320 0.2667
C -4.2559 0.2101 0.0994
C -4.6980 -0.0514 -1.3516
C -4.3577 1.0935 -2.3319
S -2.7824 0.8813 -3.1736
O -2.9961 1.3066 -4.5235
O -2.3065 -0.4605 -3.0768
O -1.7569 1.9091 -2.5124
C -2.2967 -1.3164 0.2558
C -0.9708 -1.6473 0.3806
B -0.6113 -3.1863 0.3161
O 0.5749 -3.7093 0.8097
C -1.6242 -4.2304 -0.3227
C -1.8486 -4.0024 -1.8471
C -0.0380 -0.6226 0.5333
N 1.3409 -1.0164 0.6228
B 1.8504 -1.0561 -0.7982
C 1.7571 0.1456 -1.8195
O 2.4374 -2.1941 -1.2636
H 3.3218 1.9831 7.0423
H 2.4744 2.2012 5.5407
H 3.0943 0.5732 6.0465
H 5.4188 1.2451 5.5945
H 5.0043 2.9025 5.8866
H 5.5260 2.2926 3.5787
H 4.9104 -0.5385 4.8504
H 5.1383 -1.7074 3.6003
H 6.0823 -0.2148 3.5076
H 4.4666 -1.4704 0.3511
H 3.9486 -3.1726 0.3806
H 6.2893 -3.2556 0.5533
H 6.4022 -1.9236 1.6663
H 5.7811 -3.4870 2.2248
H 2.2489 4.8999 1.3188
H 3.1187 3.5388 0.5549
H 5.1243 4.1454 1.9765
H 4.1366 5.3631 2.8423
H 4.4939 5.5450 1.1123
H -1.5023 3.1215 0.1093
H -3.0740 2.5471 -0.3073
H -2.2003 3.7010 2.1736
H -2.9158 2.1468 2.5584
H -4.7101 3.3918 0.6936
H -4.9354 3.2751 2.4369
H -3.3433 5.5305 2.3446
H -3.9619 5.5052 0.6665
H -6.0121 5.0739 2.2547
H -4.5661 1.1900 0.4569
H -4.7480 -0.5275 0.7456
H -5.7933 -0.1185 -1.3636
H -4.3169 -0.9985 -1.7398
H -5.0916 1.0425 -3.1371
H -4.4646 2.0778 -1.8746
H -0.8983 1.7792 -2.9504
H -3.0271 -2.1145 0.1451
H 0.7451 -3.3324 1.6835
H -1.2231 -5.2408 -0.1872
H -2.5909 -4.2187 0.1958
H -0.9134 -3.7985 -2.3716
H -2.2958 -4.9096 -2.2661
H -2.5757 -3.2010 -1.9997
H 2.2381 1.0364 -1.4116
H 0.7009 0.3292 -2.0456
H 2.2643 -0.0775 -2.7628
H 2.0236 -2.9718 -0.8554
F 7.5416 -0.5202 -2.1647
C 7.9562 -0.6454 -3.4378
F 9.2800 -0.9271 -3.3968
C 7.7369 0.6307 -4.2586
F 8.4955 1.6386 -3.7764
F 8.2018 0.3587 -5.5109
C 6.2875 1.1301 -4.4362
O 5.8182 2.1840 -3.5938
C 5.2959 1.9261 -2.3392
F 5.0904 0.6063 -2.1772
F 4.0758 2.5104 -2.3115
C 6.1408 2.5322 -1.2141
F 7.4032 2.0739 -1.2390
F 5.6037 2.1954 -0.0158
H 7.4408 -1.4935 -3.8971
H 6.2652 1.5746 -5.4306
H 5.5764 0.3049 -4.4746
H 6.1654 3.6208 -1.3008
F -8.5722 -5.6560 -0.7699
C -7.2512 -5.4697 -0.9270
F -6.6556 -5.8529 0.2273
C -6.8915 -4.0080 -1.2161
F -7.1959 -3.2281 -0.1554
F -5.5326 -3.9706 -1.3371
C -7.4738 -3.3653 -2.4944
O -8.6386 -2.5537 -2.3424
C -9.9087 -3.1046 -2.3303
F -9.8768 -4.3949 -2.7084
F -10.6232 -2.4467 -3.2679
C -10.6171 -2.9070 -0.9851
F -9.9188 -3.4483 0.0284
F -11.8276 -3.5086 -1.0190
H -6.8930 -6.1209 -1.7292
H -6.7166 -2.6622 -2.8413
H -7.5874 -4.0817 -3.3079
H -10.7540 -1.8427 -0.7819
*
```

Calculated values
SMILES: CCNc1c(C)c(OCC)c2c(c1OCC)Sc1c(CCCCO)c(CCCS(=O)(=O)O)cc(B(O)CC)c1N2B(C)O.FC(F)C(F)(F)COC(F)(F)C(F)F.FC(F)C(F)(F)COC(F)(F)C(F)F

Atom charges from the Mulliken analysis, given in e for atoms 1 to 8:
1 C -0.9830
2 C -0.5422
3 N 0.0076
4 C -0.1504
5 C 1.0683
6 C -2.1416
7 C 0.0314
8 O -0.6246


The following is a quantum chemistry calculation of a 4-piece molecular cluster, C19H47N3O7S overall at a distorted geometry, from OMol25.

Geometry as ORCA input:
```
! wB97M-V def2-TZVPD RIJCOSX def2/J DEFGRID3
* xyz 0 1
C 1.3711 0.3163 -1.3191
C 1.5008 1.3168 -2.4561
O 1.6950 0.6766 -3.7082
C 0.4312 2.3930 -2.5481
C -1.0422 2.0128 -2.7537
C -1.3428 1.0049 -3.8696
C -1.4928 -0.4606 -3.4712
S -2.4584 -0.6590 -1.9862
O -1.6809 -1.1831 -0.9074
O -3.6256 -1.4013 -2.3034
O -2.9158 0.8378 -1.6719
C -1.7437 1.6595 -1.4456
H 1.0311 0.7815 -0.4053
H 2.3742 -0.0423 -1.1059
H 0.7807 -0.5561 -1.5678
H 2.4327 1.8487 -2.2476
H 1.9668 -0.2411 -3.5378
H 0.7242 3.0894 -3.3280
H 0.4973 2.9459 -1.6120
H -1.5279 2.9220 -3.0908
H -0.6129 1.1031 -4.6593
H -2.2957 1.2891 -4.3014
H -0.5534 -0.9906 -3.4155
H -2.0873 -0.9499 -4.2295
H -1.0846 1.2185 -0.7092
H -2.1150 2.5798 -1.0152
C -1.2951 -2.6127 1.6293
O -0.4894 -2.3083 2.7617
C -1.1526 -1.5708 3.7636
C -2.0069 -2.4022 4.7318
C -3.3318 -2.8690 4.1379
N -1.2817 -3.5661 5.2485
H -2.0058 -1.8151 1.4199
H -1.8271 -3.5583 1.7652
H -0.6348 -2.7188 0.7739
H -0.3603 -1.0886 4.3448
H -1.7455 -0.7659 3.3054
H -2.2422 -1.7521 5.5804
H -3.2003 -3.7029 3.4499
H -3.9976 -3.2091 4.9308
H -3.8328 -2.0594 3.6030
H -0.4509 -3.2505 5.7411
H -0.9173 -4.0785 4.4494
C 8.0751 -1.1859 -3.2791
O 7.2417 -0.6856 -4.3086
C 6.2341 -1.5690 -4.7567
C 4.9643 -1.5816 -3.8940
C 5.1164 -2.3507 -2.5852
N 4.4846 -0.2268 -3.5958
H 8.2478 -2.2603 -3.3883
H 7.6573 -0.9798 -2.2908
H 9.0320 -0.6706 -3.3525
H 5.9607 -1.2127 -5.7533
H 6.6404 -2.5816 -4.8794
H 4.1912 -2.0877 -4.4814
H 5.6816 -1.7871 -1.8436
H 4.1369 -2.5553 -2.1524
H 5.6169 -3.3075 -2.7441
H 4.2762 0.2556 -4.4657
H 5.2688 0.2911 -3.2069
C -1.8578 2.6500 2.5178
O -2.8744 3.6327 2.5872
C -4.1829 3.1319 2.7890
C -4.5404 2.8244 4.2513
C -3.9104 1.5377 4.7705
N -4.1907 3.9238 5.1551
H -2.2156 1.7331 2.0380
H -1.4604 2.4137 3.5077
H -1.0434 3.0613 1.9205
H -4.8522 3.9213 2.4371
H -4.3552 2.2570 2.1480
H -5.6262 2.6971 4.2873
H -2.8512 1.6610 4.9970
H -4.3982 1.2182 5.6908
H -4.0133 0.7325 4.0391
H -4.6938 4.7610 4.8752
H -3.2138 4.1556 4.9953
*
```

Calculated values
SMILES: C[C@@H](O)C[C@H]1CCS(=O)(=O)OC1.COC[C@@H](C)N.COC[C@@H](C)N.COC[C@@H](C)N

Atom charges from the Mulliken analysis, given in e for atoms 1 to 8:
1 C -1.4042
2 C 0.6585
3 O -0.6185
4 C -1.6781
5 C 0.7386
6 C -1.0573
7 C -0.7549
8 S 1.2045


The following is a quantum chemistry calculation of C2H2N4 as an isolated structure at a distorted geometry, from OMol25.

Geometry as ORCA input:
```
! wB97M-V def2-TZVPD RIJCOSX def2/J DEFGRID3
* xyz 0 1
C -0.9921 -0.3990 -0.1921
N -1.0700 0.9559 -0.3450
N -0.0565 1.6633 -0.0007
N 1.0969 0.9956 0.0441
C 0.9663 -0.2713 0.3761
N -0.1674 -0.9583 0.6616
H -1.5907 -1.0617 -0.8070
H 1.8136 -0.9245 0.2630
*
```

And the Mulliken charges, in e, turn out to be:
1 C 0.0804
2 N -0.0925
3 N -0.2342
4 N -0.1998
5 C 0.0530
6 N -0.3606
7 H 0.3785
8 H 0.3752


The following is a quantum chemistry calculation of one molecule with the formula C13H26O2 at a distorted geometry, from OMol25.

Geometry as ORCA input:
```
! wB97M-V def2-TZVPD RIJCOSX def2/J DEFGRID3
* xyz 0 1
C 1.0943 -3.1542 -2.8353
O 0.2688 -2.2458 -2.1243
C 0.3325 -2.2516 -0.6241
O -0.8261 -2.7487 0.0722
C -1.3527 -4.0369 -0.3796
C 0.7516 -0.7999 -0.0140
C 1.1017 -1.1027 1.4645
C 2.0544 -0.3657 -0.7043
C -0.2351 0.2934 -0.2496
C 0.1447 1.8016 -0.3104
C -1.2648 2.4956 -0.6530
C -2.1748 2.8734 0.5771
C -1.4801 3.4760 1.8007
C -0.2371 2.4878 2.2204
C 0.6928 2.4856 0.9714
H 1.3649 -4.0242 -2.1828
H 0.6448 -3.5334 -3.6400
H 1.9060 -2.6127 -3.2195
H 1.0952 -2.9778 -0.3491
H -0.6455 -4.7903 -0.0313
H -2.3491 -4.1240 0.1434
H -1.6303 -4.0131 -1.4700
H 1.9312 -1.8780 1.5991
H 0.1835 -1.4167 1.9709
H 1.5612 -0.2608 2.0076
H 2.9190 -1.0840 -0.5451
H 2.0166 -0.2171 -1.7312
H 2.4626 0.6108 -0.2480
H -1.0310 0.1405 0.5844
H -0.7116 0.0608 -1.2743
H 0.8993 1.8520 -1.2006
H -1.0764 3.4095 -1.2399
H -1.8256 1.7873 -1.2916
H -2.7442 2.0236 0.9103
H -2.8702 3.7301 0.2948
H -1.0448 4.5905 1.7243
H -2.2133 3.6524 2.6182
H -0.6475 1.5138 2.2633
H 0.3936 2.6951 3.0382
H 0.8972 3.5933 0.8401
H 1.6441 2.0644 1.2170
*
```

Calculated values
SMILES: COC(OC)C(C)(C)CC1CCCCC1

Atom charges from the Mulliken analysis, given in e for atoms 1 to 8:
1 C -0.7852
2 O -0.3967
3 C -0.8355
4 O -0.3545
5 C -0.7557
6 C 2.4632
7 C -1.8267
8 C -2.2221


The following is a quantum chemistry calculation of a 2-piece molecular cluster, C3H10N2O overall, from OMol25.

Geometry as ORCA input:
```
! wB97M-V def2-TZVPD RIJCOSX def2/J DEFGRID3
* xyz 0 1
N -0.8673 2.5945 0.5923
C -0.6437 3.2265 1.7663
O 0.3742 3.7885 2.0881
H -0.1527 2.4544 -0.1077
H -1.7621 2.1774 0.4043
H -1.5242 3.1728 2.4370
C -0.3360 -0.8708 -0.6494
C 0.8008 -1.8374 -0.2783
N 0.8790 -2.8938 -1.2739
H -0.1791 0.1339 -0.2786
H -0.3753 -0.7502 -1.7369
H -1.2671 -1.3142 -0.3009
H 1.7410 -1.2703 -0.1924
H 0.6119 -2.3286 0.6722
H 1.4518 -3.6784 -0.9741
H 1.2487 -2.6044 -2.1681
*
```

Calculated values
SMILES: NC=O.CCN

Atom charges from the Mulliken analysis, given in e for atoms 1 to 8:
1 N -0.3197
2 C 0.1205
3 O -0.5441
4 H 0.2227
5 H 0.2105
6 H 0.2763
7 C -0.6577
8 C -0.2868


The following is a quantum chemistry calculation of C41H35N7O2PS2Tl as an isolated structure, from OMol25.

Geometry as ORCA input:
```
! wB97M-V def2-TZVPD RIJCOSX def2/J DEFGRID3
* xyz 0 1
Tl 0.6761 0.6723 -0.6053
C -4.4185 -0.3082 -2.7683
O -3.7592 -1.5177 -2.3361
C -2.6753 -1.1032 -1.6263
N -2.4081 0.1291 -1.5830
C -3.4129 0.8034 -2.4267
C -3.9401 2.0571 -1.7591
C -5.2899 2.3327 -1.5870
C -5.7006 3.5175 -0.9842
C -4.7643 4.4395 -0.5497
C -3.4107 4.1747 -0.7244
C -3.0049 2.9962 -1.3252
C -1.8899 -2.1932 -0.9954
C -2.0821 -3.5189 -1.3679
C -1.2719 -4.4859 -0.7908
C -0.3154 -4.0994 0.1335
C -0.2257 -2.7483 0.4429
N -0.9871 -1.8126 -0.1041
C 0.8037 -2.2406 1.3746
N 1.1066 -1.0224 1.4979
C 2.2834 -0.9494 2.3645
C 2.4653 -2.4098 2.8429
O 1.5061 -3.1634 2.0607
C 2.1172 0.0397 3.4916
C 3.2423 0.5262 4.1511
C 3.1130 1.4189 5.2047
C 1.8512 1.8375 5.6107
C 0.7259 1.3544 4.9574
C 0.8584 0.4614 3.9020
H -5.3588 -0.2371 -2.2240
H -4.6226 -0.3934 -3.8331
H -2.8939 1.1220 -3.3368
H -6.0455 1.6355 -1.9220
H -6.7572 3.7146 -0.8572
H -5.0843 5.3618 -0.0823
H -2.6687 4.8874 -0.3875
H -1.9496 2.7806 -1.4453
H -2.8363 -3.7701 -2.0980
H -1.3752 -5.5258 -1.0697
H 0.3584 -4.8056 0.5942
H 3.1205 -0.6522 1.7261
H 2.2112 -2.5394 3.8952
H 3.4548 -2.8107 2.6382
H 4.2290 0.2163 3.8239
H 3.9969 1.7901 5.7084
H 1.7483 2.5299 6.4373
H -0.2622 1.6725 5.2669
H -0.0166 0.1004 3.3778
N 0.3033 4.1497 2.9036
C -1.0688 4.0409 2.9291
C -1.3658 3.0075 2.0934
N -0.2149 2.4852 1.5595
C 0.7676 3.1875 2.0640
C 2.1724 2.9372 1.7711
N 2.5974 1.9721 0.9948
C 3.9674 2.0669 0.9809
C 4.3695 3.1013 1.7671
N 3.2134 3.6552 2.2674
H 0.8421 4.8172 3.4251
H -1.6836 4.6935 3.5225
H -2.3326 2.6089 1.8371
H 4.5708 1.3821 0.4076
H 5.3417 3.4897 2.0113
H 3.1736 4.4216 2.9147
S 2.8745 -2.3335 -0.9331
P 3.7430 -1.2324 -2.3498
S 2.7537 0.3429 -3.0532
C 4.1431 -2.3415 -3.7491
C 3.1687 -2.5347 -4.7266
C 3.3755 -3.4352 -5.7592
C 4.5645 -4.1485 -5.8386
C 5.5444 -3.9511 -4.8778
C 5.3325 -3.0560 -3.8377
C 5.3643 -0.6946 -1.6816
C 5.8037 0.6160 -1.8323
C 6.9983 1.0307 -1.2536
C 7.7684 0.1382 -0.5233
C 7.3344 -1.1730 -0.3657
C 6.1377 -1.5817 -0.9331
H 2.2507 -1.9632 -4.6738
H 2.6079 -3.5745 -6.5102
H 4.7288 -4.8490 -6.6476
H 6.4805 -4.4924 -4.9355
H 6.1171 -2.9100 -3.1062
H 5.2018 1.3028 -2.4149
H 7.3278 2.0550 -1.3800
H 8.7018 0.4591 -0.0779
H 7.9235 -1.8751 0.2111
H 5.7727 -2.5860 -0.7499
*
```

Atom charges from the Mulliken analysis, given in e for atoms 1 to 8:
1 Tl 0.8353
2 C -0.4518
3 O -0.4271
4 C 0.0238
5 N 0.0347
6 C 0.1701
7 C 0.3327
8 C -0.3669


The following is a quantum chemistry calculation of a 6-piece molecular cluster, C13H27NO23S5 overall at a distorted geometry, from OMol25.

Geometry as ORCA input:
```
! wB97M-V def2-TZVPD RIJCOSX def2/J DEFGRID3
* xyz 0 1
O 0.8768 1.4479 1.1831
S 1.0524 0.7354 -0.0319
O -0.0575 0.3993 -0.8385
O 1.9153 -0.5795 0.2725
C 3.1001 -0.5797 -0.5396
C 3.4159 0.8785 -0.7735
O 2.1324 1.4984 -0.9360
H 2.8702 -1.0918 -1.4757
H 3.9080 -1.1006 -0.0313
H 4.0335 1.0385 -1.6525
H 3.9012 1.3248 0.0975
O -3.9806 -0.1542 0.1475
S -4.4923 1.1605 -0.0175
O -5.8682 1.4525 0.1433
O -4.0038 1.7043 -1.4484
C -3.2578 2.9214 -1.2800
C -2.6350 2.8065 0.0931
O -3.6466 2.1696 0.8945
H -3.9534 3.7609 -1.3330
H -2.5133 3.0185 -2.0668
H -2.3611 3.7741 0.5083
H -1.7562 2.1561 0.0755
O -1.1610 1.9697 -4.9466
S -1.8923 0.7806 -5.1989
O -1.8340 0.1156 -6.4474
O -3.4298 1.0515 -4.8177
C -3.8606 0.1098 -3.8245
C -2.6081 -0.2323 -3.0517
O -1.5721 -0.2813 -4.0418
H -4.2654 -0.7673 -4.3342
H -4.6301 0.5492 -3.1942
H -2.6868 -1.1812 -2.5357
H -2.3562 0.5531 -2.3347
O -0.4986 -4.7242 -2.0639
S -1.8190 -4.2430 -1.8965
O -2.4305 -3.3725 -2.8324
O -1.9361 -3.5935 -0.4314
C -2.9765 -4.2415 0.3119
C -3.0257 -5.6494 -0.2448
O -2.8024 -5.4875 -1.6508
H -3.9113 -3.7073 0.1314
H -2.7489 -4.2213 1.3743
H -3.9803 -6.1361 -0.0664
H -2.2206 -6.2674 0.1597
O 5.2412 -3.9175 0.3837
S 5.0999 -3.9081 1.7940
O 6.2092 -3.8590 2.6695
O 4.1560 -5.1375 2.2123
C 3.0091 -4.6597 2.9254
C 2.7716 -3.2651 2.3878
O 4.0847 -2.7221 2.2003
H 3.2515 -4.6399 3.9900
H 2.1608 -5.3185 2.7598
H 2.1974 -2.6466 3.0722
H 2.2720 -3.2920 1.4165
C 4.1679 4.0644 2.8289
O 2.7899 3.9140 3.0640
C 2.0778 5.1442 3.1076
N 1.3032 5.4204 1.9237
C 0.1087 4.7268 1.8172
O -0.6502 5.0093 0.9719
O -0.1610 3.7151 2.6705
H 4.7551 4.2087 3.7397
H 4.5184 3.1442 2.3649
H 4.4071 4.8825 2.1432
H 2.8167 5.9431 3.1961
H 1.4832 5.1797 4.0116
H 1.8525 5.3618 1.0786
H 0.0437 2.8867 2.2162
*
```

Calculated values
SMILES: O=S1(=O)OCCO1.O=S1(=O)OCCO1.O=S1(=O)OCCO1.O=S1(=O)OCCO1.O=S1(=O)OCCO1.COCNC(=O)O

Atom charges from the Mulliken analysis, given in e for atoms 1 to 8:
1 O -0.7757
2 S 0.9208
3 O -0.3398
4 O -0.2082
5 C -0.1887
6 C -0.3139
7 O -0.3469
8 H 0.2841


The following is a quantum chemistry calculation of C6H14N2O2Tl as an isolated structure at a distorted geometry, from OMol25.

Geometry as ORCA input:
```
! wB97M-V def2-TZVPD RIJCOSX def2/J DEFGRID3
* xyz 3 1
Tl -0.0498 0.6441 0.9843
C -2.1588 0.5204 -2.5628
C -1.7464 1.3600 -1.3728
O -0.8622 0.9514 -0.5629
N -2.5134 2.4143 -1.1733
C -2.5312 3.3795 -0.1120
H -3.2417 0.4843 -2.6816
H -1.8782 -0.5155 -2.3727
H -1.5228 0.7389 -3.4207
H -3.1218 2.5988 -1.9582
H -1.9333 4.2635 -0.3334
H -2.1069 2.9500 0.7955
H -3.5612 3.6541 0.1156
C 3.0040 -0.4278 2.2558
C 2.0650 -1.2754 1.3721
O 1.0250 -0.8178 1.0664
N 2.3860 -2.6044 1.1724
C 1.6363 -3.5397 0.2639
H 3.7338 -1.0223 2.8054
H 2.4263 0.2230 2.9122
H 3.4077 0.3032 1.5552
H 3.3137 -2.9737 1.3244
H 0.5978 -3.2638 0.0809
H 1.6502 -4.5718 0.6142
H 1.9817 -3.4735 -0.7678
*
```

Atom charges from the Mulliken analysis, given in e for atoms 1 to 8:
1 Tl 0.9605
2 C -1.1014
3 C 1.0484
4 O -0.2824
5 N -0.1288
6 C -0.7261
7 H 0.4203
8 H 0.3686


Number 1: HOMO energy -7.7 eV, orbital gap 7.98 eV. Number 2: HOMO energy -9.0 eV, orbital gap 9.44 eV. Number 3: HOMO energy -10.5 eV, orbital gap 9.38 eV. Number 4: HOMO energy -9.8 eV, orbital gap 10.67 eV. Number 5: HOMO energy -9.3 eV, orbital gap 10.12 eV. Number 6: HOMO energy -6.8 eV, orbital gap 6.91 eV. Number 7: HOMO energy -10.2 eV, orbital gap 10.18 eV. Number 8: HOMO energy -21.8 eV, orbital gap 5.66 eV.